Entry 1:
Formula: C5H8N2
Source: the Open Molecules 2025 dataset
Level of theory: ωB97M-V/def2-TZVPD

Each line ends with the Löwdin charge.
CARTESIAN COORDINATES (ANGSTROEM)
C  -2.23015  -0.28237  -0.16105  -0.0643
C  -0.84737  0.10948  0.25230  -0.3036
C  -0.23220  1.31300  -0.01434  -0.0834
N  1.09248  1.18474  0.31265  0.0381
C  1.35493  -0.12707  0.58471  -0.3847
N  2.50593  -0.54747  -0.15419  0.0701
C  0.15037  -0.78453  0.72519  -0.0274
H  -2.42164  -1.33357  0.07574  0.0729
H  -3.00047  0.33050  0.31137  0.0717
H  -2.32821  -0.17275  -1.24971  0.0788
H  -0.60673  2.22093  -0.46126  0.1129
H  1.84608  1.80445  0.06212  0.1486
H  2.55172  -1.56050  -0.16098  0.0748
H  2.14504  -0.32127  -1.08931  0.0906
H  0.02022  -1.83357  0.96676  0.1048

Properties
**HOMO energy**: -7.4710 eV
**ΔE to the lowest compared entry with this formula, charge and spin**: 131.21 kJ/mol
**Energy**: -8293.636 eV
**Gap between HOMO and LUMO**: 8.43 eV
**SMILES string**: Cc1c[nH]c(N)c1

Entry 2:
Formula: C4H9O4P
Source: the Open Molecules 2025 dataset
Level of theory: ωB97M-V/def2-TZVPD

Each line ends with the Löwdin charge.
CARTESIAN COORDINATES (ANGSTROEM)
C  -1.79042  -1.06204  0.14910  -0.2261
C  -3.08911  -0.51424  -0.17434  -0.6346
C  2.93651  0.85049  -0.13113  -0.0928
C  2.40323  -0.64809  -0.20680  -0.3683
O  -0.61834  1.45142  0.38877  -0.3254
O  -4.04430  -1.15814  -0.46290  0.1298
O  -3.18829  0.83895  -0.04898  0.0634
O  1.19763  -0.77778  0.54069  -0.3627
P  -0.55267  0.18529  -0.53959  1.0814
H  -1.87316  -1.18732  1.17147  0.0967
H  -1.67655  -1.93302  -0.36573  0.0688
H  3.45943  1.05678  0.79904  0.0588
H  3.71534  1.05354  -0.89243  0.0639
H  2.26365  1.64671  -0.35272  0.0323
H  3.08490  -1.31349  0.32082  0.0972
H  2.17510  -0.99452  -1.21440  0.0818
H  -0.39283  1.29842  1.35334  0.1204
H  -4.01010  1.20705  -0.33423  0.1153

Properties
**HOMO energy**: -9.2680 eV
**ΔE to the lowest compared entry with this formula, charge and spin**: 87.74 kJ/mol
**Energy**: -21771.188 eV
**Gap between HOMO and LUMO**: 9.22 eV

Entry 3:
Formula: C3H9O2P
Source: the Open Molecules 2025 dataset
Level of theory: ωB97M-V/def2-TZVPD

Each line ends with the Löwdin charge.
CARTESIAN COORDINATES (ANGSTROEM)
C  -0.64163  0.57407  -2.08469  -0.1428
C  -0.56415  -0.31055  -0.79894  -0.3507
P  -0.36233  0.78810  0.57977  0.5680
O  -1.48666  1.64473  0.94227  -0.3298
O  0.24222  0.05342  1.94536  -0.2817
C  1.15780  -0.97856  1.88715  -0.1898
H  -1.23779  1.46981  -1.72811  0.0834
H  0.37377  0.92965  -2.24158  0.0651
H  -1.11854  0.12627  -2.88325  0.0397
H  0.24038  -1.09541  -0.91270  0.0936
H  -1.60976  -0.85736  -0.60586  0.1395
H  0.67534  1.62511  0.09113  0.0611
H  0.70852  -1.94141  1.61366  0.0862
H  1.69327  -1.19870  2.92305  0.1338
H  1.92956  -0.82919  1.27275  0.0243

Properties
**HOMO energy**: -10.3576 eV
**ΔE to the lowest compared entry with this formula, charge and spin**: 26.26 kJ/mol
**Energy**: -16640.748 eV
**Gap between HOMO and LUMO**: 11.17 eV
**SMILES string**: CC[P@@H](=O)OC

Entry 4:
Formula: C23H49N4OP3Ru
Source: the Open Molecules 2025 dataset
Level of theory: ωB97M-V/def2-TZVPD

Each line ends with the Löwdin charge.
CARTESIAN COORDINATES (ANGSTROEM)
Ru  0.28487  0.44589  -1.55251  0.4450
P  1.73196  0.99111  -0.00047  0.6305
P  -0.64709  2.41969  -1.96808  0.6835
P  1.85813  -0.15931  -2.95457  0.6375
H  -1.14122  -3.73241  0.86828  0.0302
C  -0.10769  -4.02928  0.64314  -0.0804
C  0.91208  -3.55762  1.38111  -0.0750
H  0.72138  -2.87036  2.21716  0.0451
C  0.93319  1.00970  1.64397  -0.2561
C  2.54597  2.62999  -0.10978  -0.2169
C  3.14390  -0.12640  0.36948  -0.2438
C  -2.42117  2.17949  -2.33564  -0.2437
C  -0.69924  3.68733  -0.64174  -0.2341
C  0.00899  3.31837  -3.41564  -0.2268
C  2.54802  -1.80713  -2.50708  -0.2253
C  3.35777  0.86366  -3.23579  -0.2256
C  1.26398  -0.43688  -4.65733  -0.2374
H  0.02794  -4.73353  -0.18354  0.0539
H  1.96270  -3.79774  1.17104  0.0608
H  0.55307  0.00274  1.85529  0.0211
H  0.10517  1.72360  1.66235  0.0035
H  1.66133  1.28569  2.41841  0.0728
H  1.89395  3.40974  0.30150  0.0418
H  2.78241  2.87030  -1.15451  0.0387
H  3.47947  2.60742  0.46950  0.0713
H  2.76312  -1.13995  0.54238  0.0379
H  3.64178  0.22367  1.28634  0.0696
H  3.88248  -0.13835  -0.44138  0.0339
H  -2.56849  2.18221  -3.42166  0.0584
H  -3.03710  2.95502  -1.86590  0.0565
H  -2.71268  1.20178  -1.94245  -0.0064
H  0.06984  4.45290  -0.79991  0.0578
H  -0.54424  3.22168  0.33793  0.0087
H  -1.68463  4.17130  -0.63096  0.0540
H  -0.78774  3.90996  -3.88949  0.0695
H  0.40345  2.58869  -4.13198  0.0238
H  0.81624  3.98258  -3.08776  0.0565
H  3.01362  -2.27295  -3.38622  0.0712
H  1.73585  -2.45202  -2.14472  0.0295
H  3.29609  -1.71630  -1.71187  0.0316
H  3.94480  0.43311  -4.05895  0.0700
H  3.99006  0.91478  -2.34172  0.0393
H  3.05440  1.88002  -3.51617  0.0486
H  2.10002  -0.43736  -5.37138  0.0698
H  0.55696  0.35680  -4.92310  0.0355
H  0.73815  -1.39803  -4.71702  0.0234
C  -2.01964  -1.41441  -3.20866  -0.2336
C  -3.10430  -0.89526  -3.93971  0.0511
C  -3.30447  -1.32078  -5.25129  0.0224
C  -2.49242  -2.33516  -5.78098  0.0477
C  -1.52952  -2.95988  -4.98228  0.0016
C  -1.29350  -2.52867  -3.67660  0.0290
O  -1.67647  -0.77591  -2.04062  -0.0943
H  -0.61626  -0.85770  -1.76933  -0.0211
H  -3.70827  -0.11928  -3.46599  0.1291
H  -4.10010  -0.86335  -5.84571  0.1435
H  -2.64702  -2.66823  -6.80900  0.1499
H  -0.97492  -3.80689  -5.38899  0.1439
H  -0.57082  -3.01004  -3.01585  0.1335
C  -2.91318  1.59196  2.01753  -0.1210
N  -2.91278  0.36849  1.18177  -0.0679
C  -4.31149  0.04602  0.82937  -0.1498
N  -5.16608  -0.15279  2.02814  -0.0422
C  -5.10724  1.08504  2.84353  -0.0960
N  -3.71637  1.42963  3.24994  0.0932
C  -3.16672  0.28558  4.01754  -0.1007
N  -3.16534  -0.96911  3.22413  0.0188
C  -2.37925  -0.74961  1.99132  -0.1367
C  -4.57269  -1.25367  2.83422  -0.0986
H  -3.33852  2.41999  1.42812  0.1459
H  -1.87668  1.82588  2.30261  0.1168
H  -4.30605  -0.88032  0.23933  0.1386
H  -4.72766  0.88163  0.24856  0.1375
H  -5.70282  0.93468  3.75457  0.1526
H  -5.50827  1.91995  2.25030  0.1524
H  -2.13338  0.51842  4.30783  0.1519
H  -3.79050  0.13613  4.91033  0.1555
H  -2.41214  -1.66760  1.38588  0.1310
H  -1.33818  -0.52548  2.26604  0.1063
H  -5.16561  -1.36859  3.75354  0.1489
H  -4.59109  -2.18086  2.24195  0.1514

Properties
**HOMO energy (spin up / spin down)**: -14.4920 / -17.0452 eV
**Spin multiplicity**: 6
**ΔE to the lowest compared entry with this formula, charge and spin**: 0.00 kJ/mol
**Energy**: -63070.401 eV
**Gap between HOMO and LUMO (spin up / spin down)**: 6.41 / 5.07 eV
**Total charge**: +3

Entry 5:
Formula: C3H7O3PS
Source: the Open Molecules 2025 dataset
Level of theory: ωB97M-V/def2-TZVPD

Each line ends with the Löwdin charge.
CARTESIAN COORDINATES (ANGSTROEM)
C  0.60984  -0.71843  0.64869  -0.3995
C  -0.68030  -1.51642  0.49022  -0.2248
C  1.65329  1.71702  -0.59282  -0.2458
O  -0.96674  0.79184  -0.68829  -0.4810
O  -2.71478  -0.77628  -1.21507  -0.2842
O  -2.67092  0.26418  1.01708  -0.2856
P  0.27909  1.07102  0.47068  0.9333
S  -1.97736  -0.26354  -0.09516  0.5242
H  1.02192  -0.84982  1.75513  0.1212
H  1.38827  -1.12128  -0.03910  0.0890
H  -0.77272  -2.06478  -0.45296  0.0884
H  -1.03119  -2.09587  1.31246  0.0892
H  2.16932  2.57593  -0.32416  0.0080
H  1.21883  1.95129  -1.53212  0.0295
H  2.47347  1.03512  -0.75458  0.0382

Properties
**HOMO energy**: -9.4208 eV
**ΔE to the lowest compared entry with this formula, charge and spin**: 269.19 kJ/mol
**Energy**: -29490.137 eV
**Gap between HOMO and LUMO**: 10.16 eV

Entry 6:
Formula: C37H48Br2N2O6P2S2
Source: the Open Molecules 2025 dataset
Level of theory: ωB97M-V/def2-TZVPD

Each line ends with the Löwdin charge.
CARTESIAN COORDINATES (ANGSTROEM)
C  2.05733  6.65153  6.17738  -0.1181
C  1.74190  5.16467  6.03813  -0.2646
C  0.25641  4.83593  6.24537  -0.2170
C  -0.02565  4.08088  7.54644  -0.2159
C  0.31603  2.59638  7.46208  -0.2181
C  -0.80501  1.75793  6.85921  -0.2255
C  -0.47259  0.27594  6.83227  -0.2167
C  -1.59911  -0.66417  6.38977  -0.1926
C  -2.38340  -0.22968  5.14093  -0.1913
C  -2.03276  -1.06993  3.90424  -0.2112
C  -2.25580  -0.31370  2.58991  -0.1712
C  -1.48346  -0.84352  1.41310  -0.2096
C  -2.17107  -1.34926  0.31983  0.0581
C  -1.49679  -1.83780  -0.78191  -0.0679
C  -0.10581  -1.84956  -0.80418  -0.0847
C  0.59813  -1.34200  0.27217  -0.0011
C  -0.08175  -0.81977  1.36176  -0.3494
P  0.86407  -0.03025  2.71192  0.6112
O  2.37389  -0.51335  2.28790  -0.3794
Br  0.85743  2.12401  2.03621  0.2824
C  0.58876  -2.38166  -2.00490  -0.2758
O  1.61775  -3.01541  -1.92504  0.1272
C  -0.10747  -2.07849  -3.30395  -0.0468
C  -1.50002  -2.07793  -3.26792  -0.0601
C  -2.21383  -1.77567  -4.41045  0.0108
C  -1.53953  -1.43437  -5.56815  -0.2431
P  -2.68480  -0.91964  -6.87871  0.7579
O  -4.10693  -0.99277  -6.48044  -0.4070
C  -0.14633  -1.41524  -5.62279  -0.1578
C  0.55158  -0.94586  -6.86927  -0.1373
C  0.30765  -1.79247  -8.13917  -0.2490
C  -0.28777  -0.99700  -9.30217  -0.4914
S  1.05756  -0.24523  -10.25947  0.9607
C  0.26646  0.92019  -11.27194  -1.1439
S  0.98256  1.55937  -12.56389  0.7304
N  -1.04052  1.29760  -10.86665  -0.1808
C  -1.37698  2.06607  -9.78000  -0.0997
C  -2.73343  2.11633  -9.79064  -0.1512
N  -3.23936  1.39893  -10.84139  0.0773
C  -2.20485  0.93300  -11.46889  -0.1792
C  0.57784  -1.76383  -4.47927  -0.1473
C  2.08126  -1.77951  -4.45847  -0.1156
C  2.78141  -0.51362  -4.00816  -0.7321
O  3.94859  -0.31698  -4.10422  0.0571
Br  1.65245  0.85912  -3.16512  0.7479
C  -2.21395  -2.34937  -1.98359  -0.2741
O  -3.27961  -2.91790  -1.93641  0.1474
H  1.32808  7.26204  5.64636  0.0679
H  2.06292  6.97012  7.21952  0.0708
H  3.03618  6.88668  5.76077  0.0657
H  2.05449  4.84431  5.04397  0.0964
H  2.35379  4.61208  6.75258  0.1007
H  -0.30756  5.77062  6.26801  0.1021
H  -0.13776  4.27575  5.39625  0.0982
H  -1.07143  4.21561  7.82591  0.1070
H  0.57023  4.54196  8.33761  0.1087
H  0.55714  2.21387  8.45694  0.1113
H  1.21064  2.45289  6.85050  0.1129
H  -1.75082  1.94642  7.37208  0.1246
H  -0.94827  2.10718  5.83228  0.0966
H  -0.18604  -0.01980  7.84624  0.1143
H  0.41715  0.10849  6.21971  0.0912
H  -1.14309  -1.63436  6.18245  0.0916
H  -2.28705  -0.83745  7.21681  0.1074
H  -2.21448  0.81726  4.89871  0.0875
H  -3.45105  -0.32210  5.34277  0.1117
H  -2.65229  -1.96681  3.88856  0.1211
H  -1.00358  -1.40648  4.00497  0.0611
H  -3.31702  -0.38464  2.35231  0.1183
H  -2.03997  0.75227  2.69618  0.1019
H  -3.25151  -1.37276  0.33276  0.1325
H  1.67696  -1.33765  0.24270  0.1170
H  2.91104  0.25627  2.06139  0.0363
H  -3.29438  -1.76464  -4.39392  0.1189
H  -2.24902  0.38108  -7.19819  0.0248
H  -2.40218  -1.70227  -8.00790  0.0253
H  1.61963  -0.88582  -6.71115  0.1001
H  0.23906  0.08574  -7.05886  0.1225
H  -0.36739  -2.61563  -7.91086  0.1052
H  1.25041  -2.23052  -8.46396  0.1001
H  -0.93387  -0.20457  -8.93634  0.0180
H  -0.86977  -1.64428  -9.95359  0.0883
H  -0.65875  2.50893  -9.11453  0.1263
H  -3.35330  2.65255  -9.09391  0.1022
H  -2.25661  0.32918  -12.35686  0.1326
H  2.50549  -1.99795  -5.43251  0.1252
H  2.44153  -2.54817  -3.78037  0.1219
C  3.44192  -3.69197  6.84931  -0.0611
C  2.36312  -3.54262  5.78790  -0.4931
C  2.93136  -3.05514  4.46569  -0.0655
O  1.33232  -2.66123  6.24037  -0.0636
H  3.91840  -2.72640  7.04122  0.0812
H  3.01100  -4.04416  7.78641  0.0786
H  4.21330  -4.39558  6.53370  0.0794
H  1.86728  -4.50303  5.63989  0.1378
H  3.38670  -2.06876  4.58789  0.0769
H  2.13802  -2.95678  3.72491  0.0650
H  3.68831  -3.73677  4.07530  0.0832
H  1.73023  -1.79489  6.38056  0.0731

Properties
**HOMO energy**: -9.2716 eV
**Energy**: -234747.549 eV
**Gap between HOMO and LUMO**: 7.95 eV
**SMILES string**: CCCCCCCCCCCc1cc2c(cc1P(O)Br)C(=O)c1c(cc([PH2]=O)c(CCCSC(=S)n3ccnc3)c1CC(=O)Br)C2=O.CC(C)O